# 1
C30H57Cl16F3N2O6 | the ωB97M-V functional and the def2-TZVPD basis

```
114
C30H57Cl16F3N2O6 | the OMol25 dataset | the ωB97M-V functional and the def2-TZVPD basis
C 2.89 -0.41 -4.43
C 1.84 -0.59 -5.54
C 1.28 -2.01 -5.40
C 0.80 0.55 -5.41
C -0.69 0.19 -5.57
C -1.44 1.43 -6.08
C -1.25 -0.25 -4.21
O -1.58 0.91 -3.46
C -1.45 0.86 -2.06
C -2.08 2.21 -1.64
O -1.46 2.79 -0.48
C -2.30 3.26 0.46
F -2.89 4.41 0.07
F -1.57 3.54 1.55
F -3.26 2.41 0.82
C -0.07 0.65 -1.44
C 1.00 1.77 -1.51
O 0.73 2.69 -2.57
O 0.71 4.01 -2.00
C -0.44 0.20 -0.04
O 0.27 -0.03 0.89
O -1.81 0.04 0.04
C -2.22 -0.26 -1.30
N -3.64 -0.17 -1.43
N -1.65 -1.60 -1.54
H 2.42 -0.65 -3.47
H 3.75 -1.06 -4.57
H 3.21 0.64 -4.37
H 2.37 -0.49 -6.48
H 1.05 -2.23 -4.36
H 2.06 -2.72 -5.69
H 0.43 -2.22 -6.04
H 0.90 1.02 -4.43
H 1.05 1.31 -6.15
H -0.85 -0.59 -6.31
H -1.20 1.57 -7.13
H -1.13 2.32 -5.53
H -2.52 1.32 -5.98
H -2.15 -0.85 -4.37
H -0.52 -0.87 -3.70
H -1.91 2.89 -2.48
H -3.15 2.10 -1.52
H 0.41 -0.23 -1.86
H 1.96 1.32 -1.74
H 1.05 2.33 -0.58
H 0.05 4.45 -2.57
H -4.06 -0.88 -0.84
H -3.87 -0.43 -2.38
H -1.97 -2.01 -2.40
H -1.88 -2.20 -0.75
Cl 5.41 -2.88 -3.70
C 6.82 -2.43 -2.70
C 7.39 -1.10 -3.09
Cl 8.15 -1.13 -4.70
H 7.56 -3.23 -2.79
H 6.48 -2.40 -1.67
H 8.17 -0.81 -2.38
H 6.63 -0.33 -3.10
Cl -2.70 2.60 6.32
C -1.67 1.67 5.20
C -2.47 1.06 4.08
Cl -3.56 -0.24 4.64
H -1.15 0.91 5.78
H -0.94 2.36 4.80
H -1.79 0.61 3.35
H -3.07 1.81 3.57
Cl -7.13 7.32 1.20
C -5.97 6.39 2.19
C -6.14 4.90 2.01
Cl -7.68 4.31 2.70
H -6.11 6.68 3.23
H -4.98 6.68 1.87
H -5.34 4.38 2.53
H -6.12 4.62 0.96
Cl 1.89 -3.93 0.28
C 1.30 -3.22 1.81
C 0.47 -4.20 2.60
Cl -1.09 -4.54 1.82
H 0.75 -2.32 1.57
H 2.19 -2.94 2.39
H 0.25 -3.78 3.58
H 0.99 -5.14 2.73
Cl 3.50 -5.95 -2.66
C 2.49 -7.40 -2.38
C 2.58 -7.89 -0.96
Cl 4.19 -8.56 -0.58
H 2.81 -8.16 -3.09
H 1.47 -7.11 -2.61
H 1.86 -8.69 -0.82
H 2.37 -7.09 -0.25
Cl -0.62 2.40 11.08
C -1.41 3.38 9.81
C -0.87 4.78 9.74
Cl -1.31 5.74 11.18
H -2.48 3.37 10.00
H -1.23 2.87 8.86
H -1.29 5.29 8.88
H 0.21 4.78 9.66
Cl 2.24 -10.81 -3.76
C 3.63 -11.27 -4.78
C 4.94 -10.78 -4.23
Cl 5.12 -9.01 -4.33
H 3.45 -10.89 -5.78
H 3.64 -12.36 -4.81
H 5.75 -11.21 -4.82
H 5.07 -11.07 -3.19
Cl -1.19 9.60 7.06
C -2.18 9.88 8.52
C -2.29 8.64 9.37
Cl -3.24 7.36 8.58
H -3.16 10.22 8.19
H -1.70 10.67 9.08
H -2.79 8.88 10.31
H -1.31 8.23 9.61
```

Summary:
Frontier orbital gap = 10.28 eV
Total energy = -9400.881144 Ha
SMILES = CC(C)C[C@H](C)CO[C@]1(COC(F)(F)F)[C@@H](COO)C(=O)OC1(N)N.ClCCCl.ClCCCl.ClCCCl.ClCCCl.ClCCCl.ClCCCl.ClCCCl.ClCCCl
E_LUMO = 0.27 eV
Molecular weight = 1166.0 u
ΔE to the lowest compared entry with this formula, charge and spin = 0.000 eV


# 2
C30H58ClN5O12P2S | the ωB97M-V functional and the def2-TZVPD basis

```
109
C30H58ClN5O12P2S | the OMol25 dataset | the ωB97M-V functional and the def2-TZVPD basis
C 2.75 3.21 -1.93
C 2.73 3.00 -0.43
O 1.95 4.02 0.19
P 0.71 3.70 1.15
O 0.00 4.93 1.51
C -0.31 2.54 0.20
C -1.82 2.66 0.55
C -2.65 2.45 -0.68
C -3.13 1.28 -1.12
C -2.85 -0.01 -0.37
C -2.81 -1.32 -1.15
C -1.95 -2.36 -0.42
Cl -4.46 -1.99 -1.39
C -3.94 1.32 -2.38
O -4.94 0.66 -2.55
C -3.49 2.32 -3.42
P -3.66 1.96 -5.18
O -2.37 2.71 -5.80
O -3.27 0.40 -5.29
S -5.31 2.42 -5.98
C -3.00 3.47 -2.98
C -2.95 3.68 -1.50
O -3.15 4.76 -0.99
O 1.31 2.93 2.40
C 1.39 1.50 2.56
C 0.09 0.90 3.09
H 3.64 2.75 -2.37
H 2.77 4.28 -2.16
H 1.88 2.77 -2.42
H 2.34 2.00 -0.20
H 3.74 3.05 -0.02
H 0.01 1.50 0.32
H -0.15 2.78 -0.85
H -2.02 3.65 0.97
H -2.08 1.91 1.29
H -1.85 0.12 0.04
H -3.52 -0.13 0.49
H -2.39 -1.14 -2.14
H -1.09 -2.66 -1.03
H -1.58 -1.98 0.53
H -2.52 -3.26 -0.19
H -1.63 2.76 -5.19
H -2.33 0.27 -5.45
H -2.71 4.29 -3.63
H 2.19 1.35 3.28
H 1.72 1.03 1.64
H -0.30 0.14 2.40
H 0.27 0.41 4.04
H -0.68 1.67 3.18
C 3.42 -0.69 8.40
N 2.39 -0.57 7.38
C 2.46 -0.95 6.08
C 3.74 -1.57 5.60
O 1.50 -0.79 5.34
H 3.07 -1.31 9.23
H 3.69 0.29 8.79
H 4.31 -1.15 7.98
H 1.51 -0.16 7.64
H 3.63 -1.82 4.55
H 4.58 -0.88 5.72
H 3.97 -2.49 6.15
C 2.93 -6.76 4.50
N 3.96 -5.97 5.14
C 4.91 -5.19 4.57
C 4.91 -5.09 3.07
O 5.73 -4.59 5.26
H 1.95 -6.44 4.87
H 3.08 -7.82 4.72
H 2.96 -6.62 3.42
H 4.03 -6.01 6.15
H 5.73 -4.43 2.77
H 5.06 -6.07 2.62
H 3.97 -4.68 2.70
C -5.61 8.45 -2.29
N -4.88 7.40 -2.96
C -5.36 6.43 -3.77
C -6.84 6.40 -4.04
O -4.61 5.59 -4.26
H -5.25 9.43 -2.59
H -5.51 8.36 -1.21
H -6.67 8.38 -2.54
H -3.88 7.34 -2.80
H -7.05 5.56 -4.70
H -7.41 6.28 -3.11
H -7.17 7.33 -4.52
C 7.74 -8.33 7.25
N 6.67 -8.25 6.28
C 6.69 -8.61 4.97
C 7.98 -9.17 4.43
O 5.70 -8.47 4.27
H 7.46 -8.97 8.09
H 7.99 -7.34 7.63
H 8.63 -8.75 6.79
H 5.79 -7.87 6.58
H 7.82 -9.40 3.38
H 8.79 -8.45 4.52
H 8.27 -10.08 4.95
C -6.12 1.40 -10.46
N -4.96 1.68 -11.27
C -3.67 1.87 -10.86
C -3.42 1.77 -9.38
O -2.79 2.10 -11.67
H -6.58 0.45 -10.73
H -6.88 2.19 -10.58
H -5.85 1.37 -9.41
H -5.08 1.75 -12.27
H -2.36 1.95 -9.20
H -4.00 2.51 -8.83
H -3.68 0.79 -9.00
```

Summary:
Frontier orbital gap = 7.87 eV
Total energy = -3895.860303 Ha
SMILES = CCOP(=O)(CCC1=C(C[C@@H](C)Cl)C(=O)C(P(O)(O)=S)=CC1=O)OCC.CNC(C)=O.CNC(C)=O.CNC(C)=O.CNC(C)=O.CNC(C)=O
E_LUMO = -0.94 eV
Molecular weight = 810.3 u


# 3
C30H58ClNO6PS2 | the ωB97M-V functional and the def2-TZVPD basis

```
99
C30H58ClNO6PS2 | the OMol25 dataset | the ωB97M-V functional and the def2-TZVPD basis
C 3.01 -7.93 -2.23
C 1.84 -7.41 -3.06
C 0.45 -7.74 -2.48
C 0.24 -7.37 -1.01
C -0.80 -6.26 -0.81
C -0.82 -5.72 0.63
C 0.19 -4.59 0.87
C -0.39 -3.18 0.75
C -1.19 -2.93 -0.53
C -1.46 -1.43 -0.79
C -0.91 -0.79 -2.10
P 0.74 -1.33 -2.77
O 1.67 -1.67 -1.52
O 0.47 -2.75 -3.44
S 1.39 -0.02 -4.00
C -0.91 0.70 -1.83
C -0.07 1.40 -0.82
C 0.94 2.44 -1.39
C 2.43 2.04 -1.22
C 3.20 2.93 -0.23
C 3.61 2.20 1.05
C 4.71 1.17 0.84
N -1.85 1.30 -2.48
C -2.22 2.72 -2.36
C -2.97 3.08 -1.06
C -3.93 1.99 -0.53
C -5.35 2.54 -0.37
O -6.04 2.75 -1.31
O -5.76 2.73 0.91
C -5.39 3.97 1.54
C -5.85 5.19 0.77
C -2.58 0.45 -3.43
C -1.87 -0.90 -3.33
Cl -3.00 -2.28 -3.22
H 3.17 -7.35 -1.32
H 2.84 -8.97 -1.93
H 3.94 -7.89 -2.80
H 1.90 -7.85 -4.06
H 1.93 -6.33 -3.20
H -0.30 -7.20 -3.08
H 0.24 -8.80 -2.64
H 1.18 -7.03 -0.56
H -0.07 -8.25 -0.44
H -0.56 -5.46 -1.51
H -1.79 -6.63 -1.10
H -0.58 -6.54 1.30
H -1.82 -5.40 0.91
H 1.01 -4.68 0.14
H 0.64 -4.69 1.85
H -1.04 -2.97 1.61
H 0.43 -2.45 0.84
H -0.68 -3.40 -1.37
H -2.15 -3.44 -0.46
H -2.53 -1.23 -0.79
H -1.05 -0.87 0.05
H 1.24 -1.65 -0.65
H -0.39 -3.17 -3.30
H 0.45 0.67 -0.22
H -0.76 1.92 -0.15
H 0.72 2.64 -2.44
H 0.77 3.37 -0.85
H 2.47 1.00 -0.87
H 2.90 2.03 -2.20
H 4.11 3.30 -0.72
H 2.61 3.81 0.03
H 2.72 1.70 1.48
H 3.92 2.95 1.78
H 5.61 1.65 0.43
H 4.41 0.38 0.15
H 5.00 0.70 1.78
H -1.32 3.31 -2.45
H -2.85 2.93 -3.22
H -2.26 3.35 -0.29
H -3.52 3.99 -1.29
H -4.02 1.17 -1.23
H -3.57 1.58 0.42
H -4.30 3.98 1.71
H -5.86 3.93 2.52
H -6.88 5.06 0.43
H -5.81 6.07 1.42
H -5.24 5.39 -0.11
H -3.64 0.41 -3.18
H -2.49 0.88 -4.42
H -1.32 -1.08 -4.25
C 2.08 6.31 5.82
C 2.50 5.02 6.54
C 2.75 3.96 5.46
S 3.26 4.87 3.98
O 2.25 4.69 2.96
O 4.64 4.59 3.68
C 3.08 6.50 4.68
H 2.08 7.17 6.50
H 1.07 6.21 5.42
H 3.42 5.20 7.09
H 1.75 4.69 7.24
H 3.54 3.26 5.70
H 1.84 3.42 5.19
H 2.75 7.18 3.89
H 4.06 6.81 5.05
```

Summary:
Frontier orbital gap = 8.74 eV
Total energy = -3281.856274 Ha
E_LUMO = -3.41 eV
Molecular weight = 659.4 u
Total charge = +1


# 4
C30H58N3O3PS | the ωB97M-V functional and the def2-TZVPD basis

```
96
C30H58N3O3PS | the OMol25 dataset | the ωB97M-V functional and the def2-TZVPD basis
C -2.75 -1.00 4.94
C -2.90 -1.74 4.01
C -3.12 -2.62 2.86
C -3.06 -1.76 1.58
C -1.69 -1.40 1.06
C -0.66 -0.94 1.86
C 0.56 -0.63 1.30
C 0.79 -0.77 -0.06
C -0.23 -1.23 -0.88
C -0.02 -1.42 -2.36
C -1.46 -1.53 -0.31
O -2.16 -3.66 2.95
C -2.07 -4.47 1.86
O -2.97 -5.05 1.37
S -0.36 -4.63 1.27
P -4.88 -3.26 3.09
O -4.98 -4.58 3.73
H -2.74 -0.28 5.72
H -3.61 -2.26 0.78
H -3.59 -0.84 1.81
H -0.80 -0.80 2.92
H 1.36 -0.27 1.93
H 1.75 -0.51 -0.47
H 1.04 -1.43 -2.58
H -0.52 -0.65 -2.94
H -0.44 -2.38 -2.67
H -2.26 -1.88 -0.95
H -0.56 -4.20 0.02
H -5.45 -3.18 1.80
H -5.50 -2.27 3.88
C -2.89 3.34 5.26
C -2.25 4.34 4.31
N -1.13 3.77 3.58
C -0.31 4.77 2.90
C -0.95 5.59 1.78
C -1.43 2.57 2.82
C -2.54 2.63 1.77
H -2.15 2.90 5.93
H -3.64 3.85 5.88
H -3.40 2.54 4.73
H -1.87 5.18 4.90
H -3.02 4.75 3.65
H 0.58 4.27 2.52
H 0.05 5.46 3.67
H -1.09 5.00 0.87
H -0.30 6.42 1.52
H -1.91 6.01 2.07
H -1.68 1.78 3.53
H -0.50 2.23 2.34
H -3.44 3.12 2.14
H -2.81 1.61 1.48
H -2.22 3.15 0.86
C 2.71 -4.70 -6.64
C 1.70 -5.48 -5.81
N 0.74 -4.63 -5.13
C -0.02 -5.32 -4.10
C -0.96 -6.45 -4.53
C -0.01 -3.73 -5.98
C -0.84 -4.33 -7.12
H 3.20 -3.93 -6.04
H 3.47 -5.37 -7.02
H 2.24 -4.22 -7.50
H 2.25 -6.03 -5.04
H 1.22 -6.23 -6.45
H -0.59 -4.57 -3.54
H 0.70 -5.72 -3.38
H -1.85 -6.07 -5.02
H -1.29 -7.00 -3.64
H -0.47 -7.16 -5.19
H 0.69 -3.01 -6.42
H -0.66 -3.12 -5.35
H -0.27 -5.07 -7.69
H -1.13 -3.54 -7.82
H -1.75 -4.80 -6.77
C 5.75 4.60 -0.45
C 5.09 3.71 0.59
N 4.15 4.42 1.44
C 3.74 3.67 2.61
C 2.95 2.38 2.39
C 3.10 5.14 0.75
C 2.17 4.35 -0.19
H 6.21 5.47 0.03
H 6.53 4.05 -0.97
H 5.05 4.96 -1.20
H 5.87 3.29 1.23
H 4.62 2.85 0.07
H 3.17 4.33 3.26
H 4.65 3.42 3.18
H 1.93 2.59 2.07
H 2.88 1.82 3.32
H 3.41 1.72 1.65
H 3.56 5.94 0.17
H 2.49 5.66 1.50
H 2.73 3.69 -0.85
H 1.61 5.04 -0.82
H 1.44 3.75 0.36
```

Summary:
Frontier orbital gap = 8.62 eV
Total energy = -2307.293620 Ha
SMILES = C#C[C@@](Cc1cccc(C)c1)(OC(=O)S)[PH2]=O.CCN(CC)CC.CCN(CC)CC.CCN(CC)CC
E_LUMO = 0.39 eV
Molecular weight = 571.9 u


no.,strongest force on any atom (eV/Å)
1,1.087
2,0.355
3,0.632
4,1.126